# 1
Below is a cluster of 2 separate species, C2HO4S2 in total in a non-equilibrium geometry, with properties calculated with ωB97M-V/def2-TZVPD.

Values from the calculation:
spin multiplicity = 1
E_tot = -31950.325 eV
max |F| = 3.05 eV/A
energy relative to the best compared isomer or geometry (same formula, charge and spin) = 0.0 kcal per mole
Kohn-Sham gap (alpha / beta) = 6.7 / 5.7 eV
net charge = -1
E_LUMO (alpha / beta) = 3.107 / 2.751 eV

Each line ends with the Löwdin charge.
CARTESIAN COORDINATES (ANGSTROEM)
C -0.08939 -1.50069 -0.12963  -0.716
C -0.04854 -0.68504 1.06860  -0.642
O -0.37307 -0.73942 -1.21013  -0.002
O 0.31935 -2.62942 -0.15821  0.060
O 1.77317 1.98905 -0.52938  -0.523
O -0.65804 1.95459 -0.71580  -0.540
S -0.79178 -0.69937 2.49509  0.542
S 0.47749 2.01587 0.17175  0.738
H -0.60920 0.29443 -0.99229  0.084

Atomic forces in eV per Å
C 0.4 1.8 0.4
C -0.2 1.3 1.2
O -1.0 1.6 0.0
O -0.1 -0.8 -0.7
O -0.8 0.2 0.5
O -1.8 -0.2 -1.3
S 0.2 -0.2 -0.7
S 2.7 -0.8 1.2
H 0.7 -2.9 -0.5

=====

# 2
Below is a structure of composition C28H39GeI2NO5SSe2Te2Ti, with properties calculated with ωB97M-V/def2-TZVPD.

Values from the calculation:
spin multiplicity = 2
E_tot = -293341.772 eV
max |F| = 0.12 eV/A
energy relative to the best compared isomer or geometry (same formula, charge and spin) = 43.8 kcal per mole
Kohn-Sham gap (alpha / beta) = 5.7 / 4.4 eV
net charge = +1
E_LUMO (alpha / beta) = -3.903 / -5.211 eV
⟨S²⟩ = 0.762

Each line ends with the Mulliken spin population.
CARTESIAN COORDINATES (ANGSTROEM)
Ti 1.50635 0.16105 -0.12875  -0.043
C -1.77852 1.45238 -0.54712  0.014
C 0.30230 2.97796 -0.02774  0.009
C 1.50039 3.63308 -0.71192  -0.005
C -0.21735 3.93809 1.03179  0.002
O 0.80026 1.78211 0.65760  -0.017
Ge 0.94116 1.45603 2.62960  0.002
O -0.44788 0.27196 2.49342  -0.005
C -1.29586 -0.17483 3.57861  0.002
C -1.96427 1.02501 4.24499  0.000
C -2.33596 -1.09650 2.95347  0.000
C -0.47949 -0.94920 4.60388  0.000
O 2.22458 0.16442 1.72080  0.015
C 3.34207 -0.42730 2.48714  -0.003
C 3.04607 -0.32082 3.97550  -0.001
C 4.59441 0.37538 2.16846  0.004
C 3.47368 -1.89408 2.11351  0.010
H -2.56427 1.38939 -1.29721  -0.006
H -1.31286 0.47098 -0.48048  0.005
H -2.00672 1.18104 1.50073  0.001
H 1.16807 4.49698 -1.29020  0.001
H 2.20846 3.97454 0.04342  -0.002
H 2.01799 2.95300 -1.38961  0.004
H -0.68499 4.79727 0.55500  0.000
H -0.94546 3.48088 1.69552  0.000
H 0.62231 4.29753 1.62864  0.000
H -2.56214 1.59299 3.52973  0.000
H -2.62825 0.69553 5.04500  0.000
H -1.22232 1.69669 4.68255  0.000
H -2.93739 -0.57479 2.20723  0.000
H -1.84838 -1.94195 2.46665  0.001
H -3.00825 -1.48011 3.72226  0.000
H 0.22523 -0.29325 5.11915  0.000
H -1.13160 -1.39232 5.35712  0.000
H 0.06967 -1.75401 4.11163  0.001
H 2.99059 0.71426 4.31640  0.000
H 2.12356 -0.84061 4.22490  0.000
H 3.85613 -0.79826 4.52688  0.000
H 4.43647 1.43234 2.38947  0.000
H 5.42321 0.02205 2.78296  -0.001
H 4.89019 0.27403 1.12586  -0.002
H 2.56281 -2.43490 2.37358  0.001
H 3.67123 -2.03003 1.05256  -0.006
H 4.30322 -2.33092 2.67135  -0.001
I 1.25417 1.08835 -4.81007  0.012
C 0.13403 2.15880 -3.42477  -0.026
C -0.44818 3.40821 -3.86864  0.002
C -1.20543 4.13107 -3.02959  0.001
I -1.93818 5.93932 -3.79084  0.000
C -1.56008 3.67247 -1.68855  0.000
C -2.67569 4.16568 -1.09079  0.000
C -3.38938 3.81091 0.10521  0.000
C -3.19222 2.76111 0.94011  0.000
N -2.36472 1.71950 0.72537  0.000
C -0.75725 2.51367 -1.10030  -0.021
C 0.03866 1.76755 -2.15264  -0.001
O 0.73169 0.71973 -1.66208  0.023
H -0.23304 3.74977 -4.87023  0.000
H -3.13188 5.00157 -1.60750  0.000
H -4.17353 4.49793 0.39413  0.000
H -3.72950 2.72942 1.88198  0.000
Se 3.75570 -0.28028 -1.18873  0.146
Te 3.05853 -1.91702 -2.88911  0.535
Te 0.46570 -2.50920 -2.34465  0.284
Se 0.37568 -1.99352 0.08472  0.056
C -4.04572 -2.94422 -4.00886  0.000
S -2.64905 -1.92262 -3.55600  -0.005
O -2.15588 -2.50609 -2.24733  0.008
C -3.51320 -0.41535 -3.18108  0.005
C -3.21385 0.70232 -3.94672  -0.002
C -3.87743 1.89617 -3.68938  0.000
C -4.81526 1.95563 -2.66987  0.000
C -5.09036 0.83313 -1.89326  0.000
C -4.43735 -0.36117 -2.14398  0.000
H -4.73151 -3.00512 -3.16598  0.000
H -3.65348 -3.92965 -4.25206  0.000
H -4.53356 -2.50494 -4.87774  0.000
H -2.46811 0.64022 -4.73102  -0.001
H -3.65093 2.77727 -4.27574  0.000
H -5.32613 2.88684 -2.46407  0.000
H -5.81072 0.89648 -1.08848  0.000
H -4.62483 -1.23584 -1.53310  0.000

Atomic forces in eV per Å
Ti 0.0 0.0 -0.1
C 0.0 0.0 0.0
C 0.0 0.0 0.0
C 0.0 0.0 0.0
C 0.0 0.0 0.0
O -0.1 0.0 -0.1
Ge 0.0 0.0 0.1
O 0.0 0.0 0.0
C 0.0 0.0 0.0
C 0.0 0.0 0.0
C 0.0 0.0 0.0
C 0.0 0.0 0.0
O 0.0 -0.1 0.0
C 0.0 0.1 0.0
C 0.0 0.0 0.0
C 0.0 0.0 0.0
C 0.0 0.0 0.0
H 0.0 0.0 0.0
H 0.0 0.0 0.0
H 0.0 0.0 0.0
H 0.0 0.0 0.0
H 0.0 0.0 0.0
H 0.0 0.0 0.0
H 0.0 0.0 0.0
H 0.0 0.0 0.0
H 0.0 0.0 0.0
H 0.0 0.0 0.0
H 0.0 0.0 0.0
H 0.0 0.0 0.0
H 0.0 0.0 0.0
H 0.0 0.0 0.0
H 0.0 0.0 0.0
H 0.0 0.0 0.0
H 0.0 0.0 0.0
H 0.0 0.0 0.0
H 0.0 0.0 0.0
H 0.0 0.0 0.0
H 0.0 0.0 0.0
H 0.0 0.0 0.0
H 0.0 0.0 0.0
H 0.0 0.0 0.0
H 0.0 0.0 0.0
H 0.0 0.0 0.0
H 0.0 0.0 0.0
I 0.0 0.0 0.0
C 0.0 0.0 0.0
C 0.0 0.0 0.0
C 0.0 0.0 0.0
I 0.0 0.0 0.0
C 0.0 0.0 0.0
C 0.0 0.0 0.0
C 0.0 0.0 0.0
C 0.0 0.0 0.0
N 0.0 0.0 0.0
C 0.0 0.0 0.0
C 0.0 0.0 0.0
O 0.0 0.0 0.0
H 0.0 0.0 0.0
H 0.0 0.0 0.0
H 0.0 0.0 0.0
H 0.0 0.0 0.0
Se 0.0 -0.1 0.0
Te 0.0 0.0 0.1
Te 0.0 0.0 -0.1
Se 0.0 0.0 0.1
C 0.0 0.0 0.0
S 0.0 0.0 0.0
O 0.0 0.0 0.0
C 0.0 0.0 0.0
C 0.0 0.0 0.0
C 0.0 0.0 0.0
C 0.0 0.0 0.0
C 0.0 0.0 0.0
C 0.0 0.0 0.0
H 0.0 0.0 0.0
H 0.0 0.0 0.0
H 0.0 0.0 0.0
H 0.0 0.0 0.0
H 0.0 0.0 0.0
H 0.0 0.0 0.0
H 0.0 0.0 0.0
H 0.0 0.0 0.0

=====

# 3
Below is a cluster of 6 separate species, C24H59O12PS in total in a non-equilibrium geometry, with properties calculated with ωB97M-V/def2-TZVPD.

Values from the calculation:
spin multiplicity = 1
E_tot = -70539.158 eV
max |F| = 6.13 eV/A
Kohn-Sham gap = 9.8 eV
net charge = 0
E_LUMO = -0.291 eV

Each line ends with the Löwdin charge.
CARTESIAN COORDINATES (ANGSTROEM)
C 0.82242 1.69080 -3.36620  -0.102
C -0.38418 1.42999 -4.33667  -0.239
C -0.35387 -0.08703 -4.70594  -0.173
C -1.05571 -0.45680 -6.05194  -0.273
C -0.32678 0.31734 -7.20746  -0.042
C -2.60667 -0.30811 -6.05525  -0.456
O -3.08127 -1.04117 -7.18632  -0.023
C -3.26268 -1.06253 -4.84097  -0.092
S -4.99468 -0.57938 -4.48306  0.741
O -5.09893 -0.55752 -2.99423  -0.327
O -5.90993 -1.60034 -5.01444  -0.279
O -5.31443 0.96101 -4.98679  -0.213
C -4.02694 1.62858 -4.97224  -0.210
C -3.11056 1.18036 -6.15933  -0.218
P -4.07048 1.53108 -7.72958  0.609
O -5.29020 0.69674 -7.93355  -0.247
O -4.59453 3.13010 -7.58873  -0.140
O -3.01777 1.52852 -9.02609  -0.137
H 1.79502 1.51011 -3.86324  0.082
H 0.75218 0.91536 -2.57792  0.075
H 0.79660 2.69061 -2.91200  0.055
H -1.29983 1.72981 -3.79254  0.099
H -0.30292 2.09927 -5.21523  0.097
H -0.68561 -0.67448 -3.83204  0.111
H 0.71987 -0.33753 -4.84208  0.115
H -0.84996 -1.53277 -6.22821  0.152
H 0.71074 0.50541 -6.87462  0.089
H -0.26702 -0.35815 -8.08118  0.092
H -0.79404 1.28263 -7.46298  0.056
H -2.60118 -0.76665 -7.97320  0.084
H -2.70281 -0.93366 -3.90581  0.102
H -3.28862 -2.12062 -5.15413  0.136
H -4.25907 2.70458 -5.02965  0.130
H -3.57951 1.44716 -3.97656  0.120
H -2.26353 1.90345 -6.15577  0.106
H -3.90706 3.60208 -7.10182  0.054
H -2.34278 2.18637 -8.82617  0.056
C 3.23811 2.89672 1.44431  -0.058
C 2.86109 2.75650 -0.02142  -0.489
C 2.37286 4.07988 -0.59096  -0.061
O 1.84219 1.76226 -0.15831  -0.066
H 2.37228 3.20036 2.04003  0.066
H 3.57946 1.94007 1.84480  0.081
H 4.03087 3.63502 1.58092  0.083
H 3.72399 2.40792 -0.59272  0.137
H 1.48053 4.42391 -0.05979  0.086
H 2.09684 3.96797 -1.63991  0.055
H 3.14161 4.85103 -0.51394  0.082
H 1.07627 2.05806 0.34350  0.078
C 0.05849 1.04865 3.74822  -0.038
C 1.06510 1.80275 4.60055  -0.486
C 0.76142 1.64490 6.08179  -0.052
O 1.04329 3.18711 4.25264  -0.062
H -0.95181 1.43501 3.90968  0.062
H 0.28103 1.17669 2.68637  0.069
H 0.06555 -0.01851 3.97949  0.069
H 2.07180 1.43575 4.39152  0.136
H -0.22760 2.04913 6.31802  0.073
H 1.48545 2.19891 6.68186  0.081
H 0.79014 0.59511 6.38143  0.079
H 0.15874 3.52359 4.43396  0.083
C 0.85579 -4.28365 5.44035  -0.061
C 1.34377 -3.12092 4.58996  -0.499
C 1.61044 -3.55459 3.15829  -0.056
O 2.53801 -2.58282 5.15389  -0.056
H 1.60914 -5.07551 5.48145  0.082
H 0.67843 -3.95867 6.46700  0.080
H -0.07006 -4.70433 5.04246  0.080
H 0.59829 -2.32306 4.59839  0.121
H 2.38919 -4.32156 3.12907  0.063
H 1.96956 -2.71282 2.56301  0.080
H 0.70937 -3.95444 2.68825  0.081
H 3.20512 -3.27841 5.15060  0.080
C -4.92376 2.30411 4.16868  -0.061
C -3.74974 1.89302 5.04336  -0.502
C -4.21560 1.41594 6.40999  -0.060
O -2.85981 3.00050 5.20130  -0.070
H -5.47508 3.13172 4.62444  0.082
H -4.57289 2.65240 3.19572  0.080
H -5.61219 1.47158 4.01352  0.082
H -3.18624 1.09838 4.55066  0.128
H -4.74366 2.21426 6.93952  0.082
H -3.36169 1.13363 7.02855  0.078
H -4.88259 0.55640 6.32271  0.082
H -3.34523 3.70825 5.63525  0.086
C 6.19571 -4.02991 2.08697  -0.063
C 6.29658 -5.15037 3.11049  -0.497
C 6.84405 -6.42393 2.48530  -0.065
O 5.00815 -5.40574 3.67030  -0.067
H 5.51451 -4.30585 1.27656  0.081
H 5.79373 -3.12554 2.54738  0.079
H 7.17176 -3.79820 1.65660  0.080
H 6.94329 -4.83857 3.93249  0.138
H 6.18434 -6.77845 1.68791  0.081
H 6.90281 -7.22080 3.22858  0.079
H 7.83926 -6.26294 2.06682  0.080
H 4.42628 -5.68250 2.95607  0.074

Atomic forces in eV per Å
C -0.6 -0.7 -0.3
C 0.9 0.0 0.7
C 0.1 0.8 -0.4
C 0.6 0.3 0.9
C -0.1 -0.8 0.3
C -0.1 -0.3 -0.4
O -0.1 -0.1 0.2
C 0.5 1.0 -1.2
S -3.4 -3.2 3.9
O 1.1 0.9 -2.8
O 1.8 2.6 -0.5
O 1.6 -1.9 -0.2
C 0.0 0.5 0.0
C -0.1 1.0 0.3
P -3.1 -0.3 -1.1
O 2.3 1.2 0.0
O 1.7 -1.9 0.1
O -1.0 0.0 2.0
H -0.5 0.3 0.1
H 0.1 0.7 -0.1
H 0.1 -0.4 -0.1
H 0.2 -0.3 -0.3
H 0.0 -0.5 0.3
H 0.0 0.2 -0.5
H -0.6 0.0 0.1
H -0.3 0.5 0.1
H -0.5 0.0 -0.3
H -0.1 0.7 0.1
H 0.3 -0.5 0.0
H 0.1 0.0 -0.2
H -0.4 0.1 -0.3
H -0.3 0.5 0.4
H 0.1 -0.5 0.0
H 0.1 0.1 -0.5
H -0.3 -0.5 0.1
H -0.1 0.5 0.0
H 0.3 0.1 -0.4
C 0.1 -0.1 0.1
C -0.3 0.3 0.5
C 0.0 0.0 -0.2
O 0.2 -0.2 -0.3
H 0.0 0.1 0.0
H 0.1 0.0 -0.1
H 0.0 0.0 0.0
H -0.1 -0.2 -0.1
H 0.1 0.0 0.1
H 0.1 0.0 0.0
H 0.0 0.0 0.0
H 0.0 0.0 0.1
C 0.0 -0.1 -0.2
C -0.6 0.0 0.2
C 0.1 0.0 0.2
O 0.3 0.1 -0.2
H 0.0 0.0 0.1
H 0.1 -0.1 0.0
H 0.0 0.0 0.0
H 0.0 0.2 -0.1
H 0.0 -0.1 -0.1
H 0.0 -0.1 0.0
H 0.0 0.0 0.0
H -0.1 -0.1 0.0
C -0.2 0.0 0.2
C 0.4 -0.6 0.0
C -0.1 0.2 -0.3
O -0.2 0.4 0.1
H 0.0 0.0 -0.1
H 0.0 0.0 -0.1
H 0.0 0.0 0.0
H 0.1 0.1 0.1
H -0.1 0.0 0.1
H -0.1 0.0 0.0
H 0.0 0.0 0.0
H 0.0 0.0 0.0
C 0.1 0.0 -0.2
C -0.5 0.3 0.3
C 0.2 -0.2 0.1
O 0.4 -0.2 -0.2
H 0.0 -0.1 0.1
H 0.0 -0.1 0.0
H 0.0 0.0 0.0
H 0.1 0.1 0.0
H -0.1 0.0 -0.1
H 0.0 0.0 -0.1
H 0.0 0.0 0.0
H 0.0 0.0 0.0
C 0.0 0.2 0.1
C -0.2 -0.1 -0.6
C 0.1 -0.1 0.2
O 0.0 0.1 0.4
H 0.1 -0.1 0.0
H 0.1 0.0 0.0
H 0.0 0.0 0.0
H -0.2 0.0 0.1
H 0.0 0.1 -0.1
H 0.0 0.1 0.0
H 0.0 0.0 0.0
H 0.0 0.0 -0.1